DFT (ωB97M-V/def2-TZVPD) results for the molecule C3H5F4NO2S at a distorted geometry.

XYZ file:
```
16
Properties=species:S:1:pos:R:3:forces:R:3
O 2.022 -0.949 -1.177 -0.40 -0.09 0.08
S 2.325 -0.060 -0.117 0.80 0.45 -0.85
O 3.530 0.684 -0.181 -0.08 -0.03 0.52
F 2.375 -0.884 1.200 0.06 -0.22 0.41
N 1.069 0.919 0.216 -0.22 -0.71 -0.43
C -0.133 0.802 -0.611 -0.94 0.77 0.30
C -1.401 0.463 0.189 0.66 -0.62 -0.59
C -1.609 -1.036 0.242 -0.57 0.11 -0.02
F -2.092 -1.473 -0.946 0.26 -0.03 0.19
F -0.480 -1.714 0.490 -0.13 -0.01 0.14
F -2.526 -1.376 1.173 0.30 -0.01 -0.07
H 0.890 1.028 1.202 0.19 0.12 0.09
H -0.036 0.095 -1.423 0.44 -0.21 -0.02
H -0.314 1.770 -1.065 0.12 0.19 -0.13
H -2.237 0.848 -0.379 -0.35 0.20 0.19
H -1.381 0.883 1.187 -0.11 0.08 0.19
```
Forces are in eV/Å.

For the HOMO energy, the calculation gives -11.1 eV. For the energy above the lowest of the compared OMol25 structures with the same formula, charge and spin, the calculation gives 0.0 kcal per mole. As for the spin multiplicity: 1. The LUMO energy is 0.44 eV. Its net charge is 0.

DFT (ωB97M-V/def2-TZVPD) results for a structure of composition C32H36AsClNO3S3Yb at a distorted geometry.

XYZ file:
```
78
Properties=species:S:1:pos:R:3:forces:R:3
Yb -7.450 -15.000 -2.765 -0.20 0.28 0.80
C -8.824 -11.501 -2.853 -0.63 0.94 0.72
C -9.872 -12.443 -3.349 0.16 -1.01 0.07
S -9.387 -13.851 -4.364 -0.01 0.20 -0.39
C -8.646 -13.037 -5.800 0.43 0.85 -0.11
C -7.175 -13.378 -6.070 -0.75 0.06 -1.46
S -6.002 -13.242 -4.770 0.42 -0.39 0.45
C -6.031 -11.490 -4.401 0.77 0.52 0.17
C -6.056 -11.296 -2.879 0.35 0.76 0.08
S -7.375 -12.170 -1.989 -0.09 0.30 -0.26
H -9.392 -10.882 -2.128 0.60 -0.03 -0.25
H -8.532 -10.827 -3.656 0.39 -0.05 0.14
H -10.599 -11.851 -3.862 -0.64 0.23 -0.49
H -10.362 -12.945 -2.533 -0.31 -0.11 0.37
H -8.780 -11.939 -5.692 0.00 -0.66 0.07
H -9.190 -13.316 -6.700 -0.20 -0.08 0.08
H -6.860 -12.737 -6.929 -0.07 -0.69 0.52
H -7.135 -14.435 -6.363 0.19 0.27 -0.17
H -6.851 -11.020 -4.961 0.14 -0.09 0.47
H -5.094 -11.017 -4.777 -0.62 -0.36 0.21
H -6.010 -10.218 -2.621 -0.57 -0.53 -0.12
H -5.142 -11.662 -2.407 0.08 -0.32 -0.25
C -8.821 -21.717 -2.251 -0.15 -0.77 -0.34
C -8.387 -20.288 -2.336 -0.51 -0.52 -0.31
C -7.306 -19.828 -1.646 1.00 0.21 0.88
C -7.031 -18.457 -1.643 0.91 -0.54 1.01
N -7.749 -17.533 -2.251 -0.55 -0.01 -0.77
C -8.757 -18.022 -3.019 0.00 0.92 -0.30
C -9.066 -19.345 -3.107 -1.65 -0.78 -0.18
H -8.482 -22.230 -1.333 -0.13 0.42 -0.38
H -8.400 -22.285 -3.098 -0.04 0.20 0.25
H -9.912 -21.838 -2.351 0.38 0.20 0.13
H -6.709 -20.530 -1.036 -0.24 0.65 -0.39
H -6.197 -18.114 -1.036 -0.02 0.14 -0.06
H -9.345 -17.302 -3.596 0.18 -0.15 0.29
H -9.992 -19.661 -3.637 0.94 0.37 0.17
Cl -4.839 -15.644 -2.498 -0.06 -0.47 -0.71
C -4.763 -16.574 -4.155 -1.00 -0.05 0.02
C -6.134 -16.738 -4.958 1.53 0.08 0.16
O -6.078 -17.373 -5.981 -0.10 0.39 0.78
O -7.130 -16.117 -4.429 -0.24 -0.25 -1.25
H -4.415 -17.546 -3.848 0.31 -0.19 -0.09
H -4.046 -16.006 -4.726 0.21 -0.03 -0.15
O -9.239 -14.938 -1.598 -0.09 -0.22 0.75
As -9.523 -15.583 -0.031 -1.16 0.96 -0.24
C -7.801 -15.953 0.674 0.34 -0.05 -0.06
C -7.625 -17.087 1.430 -0.02 -0.55 0.41
C -6.409 -17.351 2.056 -0.16 0.78 -1.02
C -5.351 -16.502 1.768 1.88 -0.77 0.96
C -5.493 -15.357 1.001 -0.10 -0.31 0.08
C -6.731 -15.069 0.475 -0.83 0.54 -0.10
C -10.779 -17.048 0.025 0.49 -0.94 -0.23
C -12.142 -16.841 0.293 0.37 -0.47 0.20
C -12.978 -17.963 0.394 1.12 0.36 -0.31
C -12.467 -19.234 0.168 -0.57 0.15 -0.27
C -11.154 -19.434 -0.186 0.92 0.04 -0.01
C -10.291 -18.357 -0.220 -0.50 1.15 0.02
C -10.360 -14.202 1.038 0.16 -0.49 -0.68
C -10.539 -12.926 0.519 0.77 -0.39 -0.78
C -11.149 -11.949 1.273 -0.09 0.46 -0.91
C -11.648 -12.263 2.514 0.44 0.12 0.12
C -11.413 -13.517 3.042 -0.95 -0.72 1.02
C -10.824 -14.534 2.299 0.06 1.59 -0.08
H -8.435 -17.793 1.507 -0.15 -0.09 0.33
H -6.308 -18.206 2.683 0.21 -0.45 0.30
H -4.325 -16.747 2.162 -1.27 0.32 -0.29
H -4.648 -14.703 0.860 0.05 0.13 -0.06
H -6.913 -14.090 0.037 0.04 -0.05 -0.20
H -12.516 -15.840 0.454 -0.12 -0.02 0.02
H -14.014 -17.872 0.612 -0.61 0.29 0.17
H -13.145 -20.062 0.185 -0.22 -0.37 0.15
H -10.735 -20.403 -0.440 -0.36 -0.03 0.17
H -9.261 -18.505 -0.491 0.16 -0.05 0.12
H -10.176 -12.734 -0.499 -0.15 0.09 0.56
H -11.252 -10.959 0.836 -0.16 -0.11 0.23
H -12.178 -11.512 3.062 -0.14 0.17 0.39
H -11.804 -13.734 4.049 0.30 0.03 -0.56
H -10.728 -15.502 2.702 0.15 -1.02 0.45
```
Forces are in eV/Å.

For the HOMO energy (spin up / spin down), the calculation gives -14.4 / -14.4 eV. For the energy above the lowest of the compared OMol25 structures with the same formula, charge and spin, the calculation gives 0.0 kcal per mole. As for the spin multiplicity: 2. The LUMO energy (spin up / spin down) is -5.07 / -5.28 eV. Its net charge is +2.

DFT (ωB97M-V/def2-TZVPD) results for a structure of composition C45H42AsF14MnO2PS4SbSiTe at a distorted geometry.

XYZ file:
```
113
Properties=species:S:1:pos:R:3:forces:R:3
Mn -1.450 -0.391 1.322 1.66 4.22 -1.01
S 3.069 -2.936 -0.370 -0.64 0.35 0.15
Sb 5.441 -2.864 0.851 -0.69 0.55 1.95
S 1.806 -1.632 0.460 0.11 -0.97 0.83
S 1.105 -2.218 2.173 1.11 -0.34 -1.56
S 4.799 -2.134 2.860 0.43 -0.58 -1.59
F 0.084 0.576 1.211 -0.27 -0.63 0.58
Te 0.542 0.584 3.544 2.24 6.06 0.67
F 2.496 0.229 3.067 -1.49 -0.51 0.71
F 0.696 1.588 5.178 0.10 -1.52 -0.89
F -1.048 1.826 3.224 0.60 -1.09 0.50
F 1.254 2.216 2.834 -0.28 -0.95 0.15
O -1.634 -0.491 2.772 -1.68 -1.70 4.08
C -2.966 4.389 0.543 0.01 -0.40 -0.20
C -3.126 3.292 1.592 0.43 0.02 0.25
As -2.940 1.404 0.911 -1.92 1.20 -0.90
C -4.610 0.615 1.605 0.22 -0.26 0.20
C -4.574 0.559 3.129 0.22 0.03 -0.06
C -3.314 1.607 -1.035 0.20 -0.13 -0.01
C -4.786 1.863 -1.352 0.03 -0.09 0.50
H -3.038 5.356 1.039 -0.01 0.00 0.09
H -3.746 4.353 -0.216 0.02 0.01 -0.03
H -1.993 4.346 0.057 -0.02 0.04 -0.05
H -4.144 3.314 2.003 0.22 -0.30 -0.07
H -2.426 3.448 2.413 -0.08 -0.25 -0.05
H -4.726 -0.390 1.174 -0.02 0.25 -0.06
H -5.445 1.244 1.269 0.33 -0.12 -0.15
H -3.710 -0.017 3.467 -0.26 0.06 0.17
H -5.479 0.094 3.517 -0.02 0.00 0.02
H -4.492 1.562 3.551 -0.03 -0.09 0.08
H -2.966 0.700 -1.534 0.11 0.14 0.07
H -2.717 2.453 -1.389 0.08 -0.27 0.20
H -5.398 0.981 -1.174 -0.04 -0.03 0.00
H -4.887 2.138 -2.400 0.06 0.02 -0.07
H -5.180 2.685 -0.751 -0.10 0.00 -0.09
O -1.575 -1.155 -0.038 -0.17 -1.63 -3.94
Si -1.852 -2.635 -0.812 -0.98 -1.54 -0.32
C -3.693 -2.515 -1.271 0.95 -0.19 0.17
C -4.070 -1.798 -2.410 0.13 -0.08 0.07
C -5.395 -1.750 -2.802 -0.03 0.17 -0.11
C -6.365 -2.414 -2.069 -0.01 -0.07 0.07
C -6.005 -3.127 -0.937 -0.09 -0.01 0.07
C -4.680 -3.177 -0.540 0.13 0.00 0.03
C -1.484 -3.744 0.686 -0.20 0.22 -0.73
C -2.119 -3.457 1.898 -0.18 0.13 -0.16
C -1.869 -4.213 3.030 -0.07 0.09 0.12
C -0.983 -5.279 2.966 0.03 0.04 -0.04
C -0.354 -5.580 1.768 0.06 -0.14 0.02
C -0.600 -4.820 0.636 -0.06 0.11 -0.05
C -0.744 -2.949 -2.296 -0.33 0.30 0.66
C -1.086 -4.086 -3.032 -0.08 0.07 0.17
C -0.342 -4.473 -4.129 0.05 -0.08 -0.08
C 0.758 -3.722 -4.514 -0.02 0.02 0.00
C 1.109 -2.590 -3.795 0.11 0.06 0.00
C 0.366 -2.206 -2.691 0.00 0.11 0.16
H -3.316 -1.300 -3.004 0.06 0.05 -0.14
H -5.676 -1.206 -3.692 -0.01 0.07 -0.11
H -7.395 -2.393 -2.387 -0.09 0.02 -0.04
H -6.751 -3.664 -0.371 -0.09 -0.03 0.04
H -4.413 -3.756 0.332 0.03 -0.11 0.10
H -2.850 -2.644 1.943 0.08 -0.25 0.11
H -2.382 -3.986 3.952 -0.04 0.01 0.12
H -0.792 -5.873 3.847 0.01 -0.07 0.05
H 0.319 -6.420 1.711 0.11 -0.10 0.02
H -0.103 -5.061 -0.294 0.05 -0.07 -0.09
H -1.942 -4.670 -2.729 -0.20 -0.18 -0.06
H -0.619 -5.357 -4.682 -0.02 -0.06 -0.06
H 1.341 -4.017 -5.372 0.05 -0.03 -0.09
H 1.972 -2.011 -4.091 0.06 0.07 -0.03
H 0.669 -1.328 -2.131 -0.05 0.11 -0.04
F 2.214 7.587 2.674 -0.11 -0.13 0.20
C 2.380 7.504 1.355 0.00 0.11 -0.09
F 3.697 7.554 1.109 0.15 -0.07 -0.04
F 1.844 8.610 0.814 -0.12 0.00 -0.10
C 1.771 6.255 0.763 -0.02 0.02 0.11
C 2.059 5.959 -0.565 -0.02 -0.03 -0.03
C 1.557 4.806 -1.136 0.04 0.19 0.21
C 0.735 3.967 -0.386 -0.16 -0.31 -0.32
C 0.427 4.286 0.931 -0.06 -0.12 -0.21
C 0.954 5.425 1.516 0.19 0.23 -0.09
P 0.158 2.359 -1.065 -0.14 0.23 0.20
C -0.462 2.696 -2.752 0.17 0.07 0.21
C -0.754 1.613 -3.583 0.08 0.18 0.10
C -1.424 1.802 -4.778 -0.13 0.18 -0.07
C -1.839 3.080 -5.132 0.00 0.01 -0.05
C -1.538 4.170 -4.324 -0.15 -0.20 -0.11
C -0.866 3.976 -3.131 0.13 -0.09 -0.03
C -2.655 3.320 -6.380 -0.04 0.05 0.05
F -3.098 2.183 -6.929 0.07 -0.22 0.00
F -1.960 3.978 -7.311 0.16 0.06 -0.09
F -3.737 4.064 -6.096 -0.07 0.09 0.09
C 1.808 1.575 -1.244 -0.06 -0.01 -0.15
C 2.559 1.484 -0.071 -0.13 0.05 -0.11
C 3.818 0.916 -0.074 0.17 -0.05 -0.11
C 4.347 0.442 -1.269 -0.03 0.09 -0.08
C 3.612 0.530 -2.447 0.24 -0.12 0.20
C 2.341 1.078 -2.431 -0.02 0.09 0.11
C 5.721 -0.154 -1.316 -0.03 -0.22 0.00
F 5.681 -1.462 -1.718 -0.10 -0.05 -0.32
F 6.294 -0.227 -0.090 0.06 0.21 0.25
F 6.558 0.467 -2.122 0.02 0.13 -0.09
H 2.683 6.627 -1.142 0.08 0.03 -0.01
H 1.804 4.561 -2.158 0.05 -0.03 -0.11
H -0.206 3.628 1.508 0.04 -0.06 0.09
H 0.743 5.657 2.547 -0.01 0.05 0.11
H -0.470 0.613 -3.285 0.01 -0.16 0.00
H -1.640 0.965 -5.425 -0.06 -0.06 -0.03
H -1.846 5.162 -4.622 -0.06 0.06 0.00
H -0.654 4.822 -2.495 -0.01 0.07 0.01
H 2.170 1.878 0.854 -0.02 0.07 0.14
H 4.380 0.879 0.847 0.09 -0.03 0.08
H 4.043 0.189 -3.377 0.04 -0.06 -0.11
H 1.792 1.159 -3.357 -0.05 0.02 -0.10
```
Forces are in eV/Å.

For the HOMO energy (spin up / spin down), the calculation gives -13.0 / -13.0 eV. As for the spin multiplicity: 1. The LUMO energy (spin up / spin down) is -8.91 / -8.91 eV. Its net charge is +2.

DFT (ωB97M-V/def2-TZVPD) results for a cluster of 2 separate species, C5H3N3O4 in total at a distorted geometry.

XYZ file:
```
15
Properties=species:S:1:pos:R:3:forces:R:3
C 2.052 1.914 -0.615 -0.51 -1.59 -1.26
C -1.885 0.350 -0.120 -1.59 1.62 0.48
C 0.014 -0.515 -1.234 -0.49 -0.44 -0.55
C -0.920 -0.060 0.983 0.89 -2.64 2.77
C 0.260 -0.607 0.260 -0.78 0.97 -1.79
N 2.318 2.752 0.114 0.44 1.50 1.30
N -1.293 0.031 -1.321 2.00 -0.80 1.41
N 1.448 -1.093 0.834 0.78 0.34 -0.21
O -2.969 0.886 0.034 1.48 -0.88 -0.25
O 0.625 -0.820 -2.242 -0.15 0.32 1.75
O 1.801 -0.568 1.862 -0.18 0.53 1.36
O 2.105 -1.911 0.239 -0.11 -0.81 -0.76
H -0.669 0.505 1.977 -0.65 -0.24 -2.35
H -1.323 -1.052 1.483 0.07 1.61 -0.85
H -1.563 0.188 -2.252 -1.19 0.50 -1.04
```
Forces are in eV/Å.

For the HOMO energy (spin up / spin down), the calculation gives -11.2 / -10.5 eV. For the energy above the lowest of the compared OMol25 structures with the same formula, charge and spin, the calculation gives 110.9 kcal per mole. As for the spin multiplicity: 1. The LUMO energy (spin up / spin down) is -3.14 / -4.74 eV. Its net charge is 0.